1.
C28H48BN13OSm | ωB97M-V/def2-TZVPD

The geometry in XYZ format:
```
92
Properties=species:S:1:pos:R:3:forces:R:3:lowdin_charge:R:1
Sm 8.570 13.833 8.507 -0.032 -1.203 0.732 1.7654
N 9.034 13.100 6.131 0.267 -0.063 0.815 -0.0699
C 7.779 13.097 5.370 -0.400 0.492 0.530 -0.2195
C 7.278 14.528 5.122 -0.035 -1.002 0.494 -0.1619
N 7.333 15.346 6.381 -0.328 0.435 -1.440 -0.2020
C 5.985 15.751 6.780 0.309 0.451 1.991 -0.2081
C 5.293 14.726 7.647 -0.982 0.468 1.197 -0.2185
N 6.064 14.450 8.920 -0.972 0.598 1.145 -0.0839
C 8.173 16.537 6.052 0.997 -0.534 1.434 -0.1641
C 8.606 17.294 7.339 -0.142 1.852 -0.714 -0.2295
N 9.106 16.402 8.368 1.676 -0.830 -0.412 -0.0802
H 9.824 13.601 5.726 -0.333 -0.151 -0.338 0.1098
H 9.335 12.146 6.310 0.136 -0.059 -0.032 0.0934
H 7.045 12.470 5.948 0.599 0.677 -0.483 0.1256
H 7.908 12.668 4.403 0.047 -0.692 -0.768 0.1102
H 6.297 14.417 4.632 -0.071 0.378 0.623 0.1356
H 7.875 15.019 4.360 0.327 -0.078 -0.043 0.1165
H 5.323 15.899 5.973 -0.609 0.433 -1.405 0.1110
H 5.999 16.714 7.350 0.301 -0.660 -0.432 0.1373
H 5.059 13.836 7.062 0.382 -0.344 0.379 0.1160
H 4.304 15.166 7.935 0.613 -0.374 -0.355 0.1351
H 5.445 13.956 9.644 1.213 0.525 -1.544 0.1241
H 6.186 15.388 9.377 -0.196 -0.880 -0.512 0.0967
H 7.756 17.213 5.291 -0.169 -0.168 0.267 0.1397
H 9.110 16.109 5.636 -0.448 0.358 0.106 0.1235
H 7.855 18.000 7.755 0.128 -0.671 -0.402 0.1224
H 9.438 17.966 7.001 -0.683 -0.389 0.289 0.1302
H 8.995 16.643 9.345 -0.212 0.739 -0.024 0.0852
H 10.147 16.386 8.228 -1.136 -0.127 0.427 0.0685
C 15.238 18.355 7.476 1.892 0.741 -0.039 -0.0892
C 14.444 17.350 6.650 0.184 0.103 1.844 -0.3721
C 13.269 18.013 5.960 0.113 0.959 -0.610 -0.0859
C 14.049 16.382 7.731 -0.180 -0.215 0.581 -0.3247
C 14.905 15.678 8.622 0.704 -1.247 0.405 -0.0260
C 14.063 14.870 9.372 -1.041 0.979 -0.223 -0.0508
N 12.736 15.169 8.992 2.015 -0.078 0.999 -0.0164
N 12.801 16.175 8.049 -1.840 -1.499 -0.436 0.1091
B 11.419 14.461 9.398 -0.143 0.662 -0.322 -0.5916
N 11.437 12.933 9.403 1.508 -1.401 0.679 -0.0621
C 12.297 12.146 10.119 -1.281 -0.837 0.048 -0.0329
C 11.693 10.931 10.438 -0.087 1.783 -1.062 0.0000
C 10.435 10.950 9.749 0.219 1.080 -0.032 -0.1801
N 10.317 12.187 9.118 -0.710 -0.606 0.770 -0.0445
C 11.279 8.341 9.414 -2.363 0.757 -0.467 -0.1550
C 9.280 7.577 10.573 0.029 -1.411 0.783 -0.0159
C 12.066 7.160 9.627 1.451 -1.249 0.390 -0.0985
N 10.715 15.049 10.719 0.837 0.645 0.059 -0.0607
C 11.311 15.706 11.756 -0.373 0.384 1.344 -0.0593
C 10.594 15.423 12.930 -0.906 0.291 -1.691 0.0028
C 9.456 14.655 12.455 1.598 1.190 0.939 -0.2750
N 9.544 14.480 11.149 -0.157 -0.891 -0.871 0.0369
C 8.415 14.156 13.400 -0.833 0.060 0.160 -0.3489
C 9.068 13.312 14.525 -0.373 -1.005 1.095 -0.0575
C 7.171 13.581 12.656 -0.436 1.208 2.054 -0.0475
H 15.759 19.106 6.861 -0.231 -0.175 0.011 0.0814
H 16.043 17.859 8.078 -0.720 0.403 -0.592 0.0793
H 14.626 18.907 8.188 -0.299 -0.115 -0.036 0.0889
H 15.122 16.796 6.000 -0.092 0.273 -0.382 0.1429
H 12.434 18.178 6.675 0.754 0.389 -0.278 0.0635
H 12.831 17.345 5.223 0.086 0.011 -0.380 0.0609
H 13.635 18.985 5.449 -0.884 -1.541 0.821 0.1117
H 16.023 15.709 8.708 -1.467 -0.088 -0.228 0.1231
H 14.287 14.219 10.227 -0.146 0.357 -0.683 0.1123
H 10.647 14.739 8.511 0.006 -0.255 -0.478 0.0197
H 13.313 12.444 10.219 0.386 0.304 0.642 0.0936
H 12.051 10.165 11.103 0.248 -0.106 -0.271 0.1142
H 11.724 9.076 8.743 -0.540 0.000 0.365 0.1302
H 9.290 7.810 11.651 0.117 -0.315 -0.415 0.1070
H 9.721 6.608 10.348 0.088 0.007 0.336 0.0916
H 8.229 7.482 10.297 0.209 0.620 -0.360 0.1083
H 11.923 6.677 10.579 -0.421 -0.364 0.344 0.0744
H 13.107 7.485 9.689 0.166 -0.061 -0.230 0.0844
H 12.037 6.397 8.830 -0.172 0.227 0.161 0.0955
H 12.076 16.503 11.629 -0.276 -1.308 -0.143 0.1385
H 10.642 15.866 13.933 0.347 -0.325 -0.683 0.1178
H 8.045 14.975 14.016 0.022 0.626 -0.597 0.1234
H 8.807 12.235 14.414 0.294 0.624 0.055 0.0764
H 8.718 13.626 15.584 0.497 -0.429 -1.838 0.1078
H 10.166 13.407 14.490 -0.479 -0.093 0.114 0.0685
H 6.368 14.367 12.651 0.641 -0.676 -0.161 0.0875
H 6.780 12.737 13.219 -0.069 -0.209 -0.243 0.0741
H 7.406 13.314 11.665 0.259 -0.632 -1.191 0.0113
N 5.931 10.731 9.779 -2.078 0.853 -0.014 0.1452
C 7.222 10.897 9.425 1.357 -2.342 2.157 -0.4676
O 7.594 11.748 8.541 -0.617 0.082 -0.548 -0.2358
C 8.113 9.998 10.178 -2.098 2.619 -0.038 -0.2060
C 9.453 9.856 9.761 2.953 -0.115 -0.250 -0.1959
N 10.033 8.574 9.865 1.435 1.862 -1.439 -0.0810
C 7.821 9.813 11.579 -1.162 -0.829 1.762 -0.2590
N 7.559 9.544 12.707 0.731 0.889 -2.863 0.1177
H 5.139 11.021 9.191 0.908 -0.004 0.637 0.1180
H 5.725 10.177 10.621 0.170 0.251 -0.988 0.1136
```
Forces are in eV/Å.

highest occupied orbital energy (spin up / spin down): -0.2848 / -0.2851 Ha
net charge: +1
spin multiplicity: 6
Kohn-Sham gap (spin up / spin down): 0.16142 / 0.19552 Ha

***

2.
C18H23N3O4S2 | ωB97M-V/def2-TZVPD

The geometry in XYZ format:
```
50
Properties=species:S:1:pos:R:3:forces:R:3:lowdin_charge:R:1
O -0.989 -1.401 -1.752 0.059 0.266 -0.198 0.0948
C -1.668 -2.271 -1.267 -0.188 -0.139 -0.048 -0.5672
O -1.204 -3.181 -0.424 0.202 -0.502 0.302 0.0844
H -0.246 -3.032 -0.214 -0.173 0.260 -0.105 0.0715
C -3.150 -2.477 -1.520 -0.013 0.134 0.033 -0.1037
H -3.529 -3.120 -0.725 0.009 -0.023 -0.081 0.1170
H -3.246 -3.022 -2.462 0.017 -0.082 0.051 0.1259
C -3.951 -1.172 -1.604 0.292 0.089 0.025 -0.1794
H -3.848 -0.748 -2.604 -0.091 -0.020 -0.013 0.1138
C -3.502 -0.110 -0.601 -0.177 -0.089 0.014 -0.1977
C -3.408 -0.623 0.835 0.108 0.313 -0.182 -0.1652
H -2.712 -1.459 0.887 -0.071 -0.113 0.046 0.0730
C -2.942 0.475 1.797 -0.546 -0.354 0.176 -0.1635
N -1.752 1.157 1.318 0.045 0.265 -0.098 0.0062
C -0.516 0.602 1.407 0.711 0.029 0.030 -0.5366
N 0.581 1.122 0.957 0.165 -0.333 0.071 0.1183
C 0.476 2.310 0.307 -1.040 0.444 -0.020 -0.2909
C -0.745 2.959 0.175 0.483 0.197 -0.234 -0.3807
C -1.959 2.415 0.701 0.166 0.001 0.092 -0.4397
O -3.060 2.920 0.669 -0.166 0.162 -0.130 0.0645
S -0.604 4.451 -0.679 0.163 -0.317 0.144 1.0835
C 1.089 4.196 -0.853 -0.334 -0.008 0.072 -0.3838
C 1.532 3.043 -0.292 0.064 0.166 -0.116 -0.1070
H 2.558 2.726 -0.305 0.224 -0.065 -0.006 0.0911
H 1.672 4.931 -1.372 0.147 0.132 -0.101 0.0668
S -0.394 -0.926 2.258 0.001 -0.443 0.354 1.0688
C 1.404 -1.199 2.216 -0.498 0.267 -0.189 -0.3258
H 1.564 -2.032 2.902 -0.001 0.028 -0.033 0.0933
C 1.842 -1.608 0.819 0.125 0.161 0.280 -0.5016
O 1.300 -2.540 0.236 -0.104 -0.325 -0.084 0.0198
N 2.853 -0.939 0.269 0.114 -0.098 -0.190 -0.0355
C 3.639 0.131 0.853 0.171 0.376 0.416 -0.1536
C 4.673 0.464 -0.225 -0.071 -0.015 -0.018 -0.1603
H 5.564 -0.150 -0.092 0.041 0.016 0.006 0.1127
C 3.964 0.077 -1.521 0.047 -0.107 0.121 -0.1559
C 3.218 -1.187 -1.118 -0.091 -0.227 -0.435 -0.1198
H 3.861 -2.072 -1.180 -0.051 0.032 -0.070 0.1329
H 2.315 -1.372 -1.702 0.094 -0.036 0.038 0.1296
H 3.252 0.850 -1.812 -0.035 0.027 -0.043 0.1059
H 4.655 -0.093 -2.344 -0.021 0.018 -0.061 0.1124
H 4.971 1.511 -0.198 0.047 0.019 0.064 0.1079
H 2.992 0.987 1.065 0.097 -0.094 0.065 0.0903
H 4.114 -0.198 1.782 -0.041 0.100 -0.048 0.1265
H 1.887 -0.299 2.580 0.081 -0.079 0.029 0.0679
H -3.710 1.248 1.878 0.175 -0.177 0.103 0.1270
H -2.737 0.055 2.785 -0.051 0.144 -0.029 0.1017
H -4.384 -0.974 1.174 -0.029 -0.080 0.072 0.1268
H -4.193 0.735 -0.641 0.031 0.044 -0.004 0.1193
H -2.522 0.252 -0.917 -0.065 0.044 0.006 0.1034
H -5.006 -1.410 -1.448 -0.026 -0.006 -0.075 0.1112
```
Forces are in eV/Å.

highest occupied orbital energy: -0.3088 Ha
Kohn-Sham gap: 0.32522 Ha

***

3.
C18H42AlF3NO3 | ωB97M-V/def2-TZVPD

The geometry in XYZ format:
```
68
Properties=species:S:1:pos:R:3:forces:R:3:lowdin_charge:R:1
N -1.559 -1.163 -1.220 0.534 0.502 0.546 -0.0441
C -0.416 -0.195 -1.087 -0.410 0.041 -0.288 -0.2760
C -0.778 1.271 -1.679 0.800 -0.854 0.292 -0.1882
C -0.679 2.396 -0.552 -0.162 0.063 -0.568 -0.2215
C -1.825 3.506 -0.626 0.171 0.405 1.177 -0.3145
C -3.166 3.103 0.175 0.750 0.908 -0.166 -0.3182
Al -4.485 1.957 -0.894 0.039 0.047 0.358 0.2710
C -6.307 2.889 -1.201 -0.754 0.388 0.512 -0.3009
C -7.477 1.894 -1.667 -1.003 -0.455 -1.159 -0.2325
C -7.239 0.381 -1.295 -1.139 -0.407 0.270 -0.1858
F -6.594 -0.432 -2.279 0.522 1.778 2.136 -0.0337
C -7.593 -0.262 -0.086 0.965 0.042 -0.344 -0.1734
F -6.637 -0.690 0.856 -2.711 -0.626 -2.218 0.0049
F -8.922 -0.588 0.283 2.662 1.733 0.298 0.0139
H -2.203 -0.973 -0.438 0.077 -0.050 -0.895 0.0498
H -2.045 -0.986 -2.105 0.010 0.002 0.624 0.0505
H -0.173 -0.154 0.026 -0.051 0.057 -1.528 0.0896
H 0.467 -0.659 -1.640 -0.924 0.744 0.770 0.0924
H -1.827 1.198 -2.110 1.237 0.290 0.610 0.0396
H -0.043 1.435 -2.539 -1.140 0.183 1.178 0.0784
H -0.731 1.861 0.455 -0.017 0.885 -1.142 0.0959
H 0.343 2.915 -0.607 -1.311 -0.775 0.070 0.1000
H -1.405 4.425 -0.076 -0.383 -1.026 -0.965 0.0816
H -2.072 3.829 -1.697 0.470 -0.589 1.321 0.0953
H -2.841 2.630 1.169 -0.502 0.658 -1.241 0.0419
H -3.681 4.102 0.421 0.606 -1.277 -0.121 0.0382
H -4.690 0.596 -0.046 -0.124 -0.110 0.047 -0.0707
H -3.932 1.483 -2.326 0.107 0.150 -0.347 -0.0826
H -6.215 3.751 -1.952 -0.276 -1.221 0.816 0.0430
H -6.631 3.387 -0.221 0.353 -0.671 -1.149 0.0442
H -7.585 1.988 -2.804 0.159 -0.372 1.473 0.1032
H -8.506 2.192 -1.257 1.353 -0.476 -0.310 0.1088
C 2.996 -1.979 3.012 -0.111 0.152 0.157 -0.0735
C 1.935 -1.918 1.924 0.620 -0.270 -0.203 -0.4965
C 1.871 -3.219 1.139 -0.307 -0.108 -0.147 -0.0628
O 2.225 -0.842 1.036 -0.173 0.215 0.101 -0.0611
H 3.989 -2.139 2.580 -0.064 -0.102 0.000 0.0805
H 3.039 -1.035 3.560 -0.044 -0.094 -0.005 0.0815
H 2.790 -2.785 3.720 0.061 0.028 -0.030 0.0634
H 0.959 -1.713 2.373 0.040 0.161 -0.171 0.1411
H 2.825 -3.421 0.642 0.057 0.021 0.148 0.0781
H 1.112 -3.157 0.354 -0.014 0.028 0.117 0.0791
H 1.631 -4.063 1.791 0.035 0.008 -0.045 0.0764
H 3.085 -1.013 0.632 -0.111 -0.020 0.055 0.0871
C 3.285 1.959 -5.650 0.268 -0.087 0.137 -0.0709
C 1.958 1.257 -5.406 -0.099 0.619 -0.344 -0.4971
C 1.166 1.108 -6.696 -0.166 -0.260 -0.071 -0.0675
O 1.193 2.000 -4.462 0.132 -0.218 0.100 -0.0611
H 3.126 2.968 -6.044 -0.073 -0.084 -0.092 0.0782
H 3.838 2.068 -4.714 -0.047 -0.079 -0.052 0.0784
H 3.903 1.402 -6.358 -0.006 0.062 0.009 0.0754
H 2.139 0.270 -4.971 -0.125 0.125 0.143 0.1405
H 0.934 2.088 -7.126 0.140 0.002 0.018 0.0792
H 0.211 0.612 -6.505 0.108 -0.011 0.026 0.0830
H 1.721 0.525 -7.436 -0.036 0.047 -0.005 0.0758
H 1.027 2.874 -4.836 -0.029 -0.103 0.058 0.0925
C 4.110 -3.504 6.601 -0.226 -0.146 -0.114 -0.0619
C 5.401 -3.336 5.816 -0.059 0.388 0.602 -0.5006
C 6.618 -3.469 6.719 0.257 -0.141 -0.096 -0.0697
O 5.414 -2.057 5.187 0.089 -0.084 -0.280 -0.0619
H 4.020 -2.732 7.373 0.124 -0.062 0.026 0.0831
H 3.244 -3.395 5.943 0.088 -0.060 0.023 0.0652
H 4.063 -4.484 7.081 -0.019 0.063 0.012 0.0799
H 5.449 -4.087 5.023 -0.005 0.208 -0.093 0.1398
H 6.614 -2.697 7.494 -0.131 -0.070 0.016 0.0797
H 7.538 -3.336 6.144 -0.083 -0.066 -0.004 0.0782
H 6.646 -4.449 7.202 0.016 0.064 0.015 0.0780
H 5.372 -1.385 5.879 -0.018 -0.093 -0.069 0.0906
```
Forces are in eV/Å.

highest occupied orbital energy: -0.1670 Ha
net charge: -1
Kohn-Sham gap: 0.24477 Ha

***

4.
C15H5Cl6F6O3S | ωB97M-V/def2-TZVPD

The geometry in XYZ format:
```
36
Properties=species:S:1:pos:R:3:forces:R:3:lowdin_charge:R:1
Cl 0.923 1.226 -0.592 0.526 0.711 0.415 0.7684
C 1.490 2.970 -0.528 -0.701 -0.129 -0.210 -1.0457
Cl 2.730 3.233 -1.798 -0.153 -0.004 0.335 0.6713
C 0.261 3.820 -0.919 -0.241 -0.515 -0.965 -0.5103
O -0.233 3.676 -2.023 0.426 0.424 1.224 0.0398
C -0.276 4.755 0.093 0.823 0.088 1.156 -0.6224
Cl -1.673 5.597 -0.384 -0.232 0.204 0.030 0.7437
C 0.353 4.969 1.304 -1.127 -0.042 -1.874 -0.6847
Cl -0.257 6.147 2.384 -0.015 -0.058 0.024 0.7097
C 1.538 4.232 1.664 1.160 -1.731 -1.245 -0.7074
Cl 2.320 4.580 3.144 0.002 -0.001 0.207 0.6944
C 2.058 3.264 0.825 -0.567 1.261 0.881 -0.7658
Cl 3.412 2.345 1.255 0.210 -0.134 0.138 0.7513
F 4.816 -2.343 0.144 -0.311 0.068 -0.617 0.1101
C 3.737 -2.163 -0.642 -0.367 0.228 -0.044 -0.6319
F 3.851 -0.973 -1.288 0.181 -0.825 0.335 0.0928
F 3.692 -3.148 -1.566 0.212 0.660 0.550 0.1113
S 2.218 -2.158 0.461 -1.525 0.954 -1.233 0.6864
C 0.972 -1.590 -0.603 0.996 -0.346 -0.059 -0.3504
C -0.382 -1.951 -0.392 -0.229 -0.205 0.196 -0.3142
C -0.942 -2.175 0.904 -0.321 -0.154 -0.276 -0.0324
C -2.304 -2.393 1.058 0.504 0.171 -0.270 -0.0342
C -3.135 -2.391 -0.062 -1.027 -0.044 0.127 -0.1750
C -4.627 -2.512 0.107 0.552 -0.037 -0.117 -0.5297
F -5.311 -1.961 -0.944 0.194 -0.496 0.696 0.0923
F -5.011 -3.827 0.187 -0.316 0.680 0.019 0.0936
F -5.092 -1.897 1.237 0.154 -0.509 -0.642 0.0978
C -2.607 -2.299 -1.349 0.357 0.388 0.119 -0.0417
C -1.255 -2.063 -1.511 -0.010 -0.086 0.038 -0.0449
O 2.027 -3.549 0.817 0.373 0.438 0.517 -0.3178
O 2.521 -1.153 1.462 0.482 -0.760 0.226 -0.3489
H 1.306 -1.221 -1.574 0.026 -0.416 0.295 0.0527
H -0.319 -2.144 1.795 0.019 0.029 -0.251 0.1051
H -2.719 -2.542 2.053 0.026 0.114 -0.181 0.1151
H -3.266 -2.386 -2.209 0.136 0.096 0.118 0.1123
H -0.817 -1.978 -2.510 -0.217 -0.023 0.337 0.1093
```
Forces are in eV/Å.

highest occupied orbital energy: -0.1373 Ha
net charge: -1
Kohn-Sham gap: 0.15418 Ha